# 1
Entry from OMol25: a 2-piece molecular cluster, C13H25IO6S overall (ωB97M-V/def2-TZVPD).

The calculation puts the frontier orbital gap at 0.3690 hartree. Its structure (SMILES) is CCC[C@H]1CS(=O)(=O)OC[C@@H]1C[C@H](C)I.COC(=O)OC. As for the highest occupied orbital energy: -0.3552 Ha. The total energy comes out at -1657.6619 Eh.

Last column: Mulliken charge in e.
Atoms and positions in Å:
I1 -2.38272 0.52143 3.32252  0.057
S1 -1.45267 3.83071 -1.81500  1.204
O1 -1.30271 -4.93359 0.16269  -0.335
O2 -2.50076 3.02618 -0.93484  -0.421
O3 -1.14202 3.03001 -2.96075  -0.608
O4 0.10523 -3.16857 0.18785  -0.522
O5 0.82250 -5.30708 0.27834  -0.340
O6 -1.96079 5.15257 -1.98224  -0.663
C1 0.43161 2.50562 -0.23544  0.574
C2 -0.05065 3.88381 -0.74323  -1.189
C3 -0.75424 1.52384 -0.11473  0.838
C4 -0.10530 -4.35571 0.20848  0.773
C5 -2.02571 2.29732 0.22304  -0.984
C6 1.65914 1.98348 -1.02111  -1.286
C7 2.16753 -4.81832 0.32753  -0.586
C8 0.57015 0.02206 3.16393  -1.448
C9 -0.47835 0.41207 0.89861  -1.070
C10 1.41332 1.01736 -2.19289  -0.424
C11 1.51501 -0.45914 -1.81253  -1.033
C12 -0.46140 0.81329 2.37668  -0.537
C13 -2.39693 -4.01522 0.06439  -0.577
H1 -0.96019 1.06037 -1.08299  0.503
H2 2.79638 -5.70141 0.37832  0.216
H3 -1.87916 3.00357 1.04640  0.357
H4 0.36688 -1.04766 3.09326  0.365
H5 0.56705 0.29963 4.21715  0.461
H6 -2.84917 1.63727 0.48121  0.330
H7 2.31544 -4.19671 1.20874  0.267
H8 -2.42375 -3.35619 0.93066  0.262
H9 2.36426 1.51719 -0.32575  0.481
H10 0.71271 4.40132 -1.32586  0.466
H11 1.56388 0.21977 2.75159  0.368
H12 0.64670 -0.83249 -1.27052  0.099
H13 -3.29358 -4.62575 0.03162  0.218
H14 2.39611 -4.24047 -0.56615  0.277
H15 1.62614 -1.07426 -2.70752  0.444
H16 -0.34215 4.54300 0.07487  0.397
H17 -0.28026 1.87944 2.51002  0.462
H18 2.17890 2.86119 -1.41146  0.501
H19 0.76400 2.69490 0.79105  0.163
H20 -1.17460 -0.41426 0.74216  0.612
H21 0.45905 1.24096 -2.67168  0.330
H22 2.17622 1.21660 -2.94930  0.370
H23 -2.31316 -3.42090 -0.84374  0.280
H24 2.40029 -0.62562 -1.19266  0.266
H25 0.51175 -0.00159 0.68924  0.083

***

# 2
Entry from OMol25: C13H25N2NiO2S2SiTe as an isolated structure (ωB97M-V/def2-TZVPD).

The calculation puts the frontier orbital gap (alpha / beta) at 0.2165 / 0.2161 hartree. Its total charge is -1. As for the highest occupied orbital energy (alpha / beta): -0.1394 / -0.1390 Ha. The total energy comes out at -3632.5394 Eh.

Last column: Mulliken charge in e.
Atoms and positions in Å:
Te1 -1.86189 2.66016 -0.14539  0.349
Ni1 0.60097 -0.59003 -0.05913  0.091
S1 2.78353 -0.03120 0.39953  -0.482
S2 0.52876 0.89231 -1.87275  -0.373
Si1 1.18773 -2.69471 -0.76344  0.884
O1 -0.03001 -0.04802 2.11691  -0.067
O2 -1.63731 -0.78930 0.19449  0.144
N1 4.94053 2.92960 -0.08716  -0.559
N2 2.24705 4.01272 -2.80088  -0.574
C1 4.02910 2.26035 -0.30622  -0.095
C2 2.52101 -2.67749 -2.09208  -1.050
C3 2.15096 3.02612 -2.21338  -0.320
C4 -1.19710 4.33087 -1.27122  -0.871
C5 -1.34160 -0.38379 2.49726  -0.580
C6 1.89633 -3.72333 0.66842  -1.202
C7 1.96462 1.80425 -1.47975  0.417
C8 0.53227 0.97121 2.92994  -0.702
C9 2.88189 1.42626 -0.55041  0.618
C10 -3.31982 3.88890 0.85114  -1.172
C11 -1.89691 -1.34308 1.46966  -0.586
C12 -0.15346 -3.84853 -1.47774  -1.199
C13 -2.45802 -1.29989 -0.84057  -0.959
H1 -0.06329 1.88478 2.83512  0.263
H2 -1.43613 -2.33592 1.54439  0.233
H3 3.36529 -2.05464 -1.79824  0.271
H4 -1.35052 -0.85579 3.49029  0.368
H5 2.13166 -2.27738 -3.03085  0.260
H6 0.32558 -4.78476 -1.78430  0.359
H7 -3.99603 4.32933 0.12195  0.319
H8 1.54129 1.13846 2.56142  0.164
H9 2.22748 -4.70356 0.30789  0.350
H10 -2.36514 -2.38598 -0.91405  0.250
H11 2.75204 -3.22542 1.12869  0.285
H12 -0.64636 -3.42505 -2.35539  0.318
H13 2.87509 -3.69864 -2.27017  0.338
H14 -2.82811 4.67357 1.42106  0.337
H15 -0.92643 -4.10408 -0.74757  0.287
H16 1.15257 -3.88917 1.45251  0.262
H17 -3.50025 -1.02029 -0.65558  0.317
H18 -0.33941 4.02554 -1.86595  0.109
H19 0.55926 0.64217 3.97451  0.289
H20 -0.90266 5.12284 -0.58747  0.285
H21 -2.11800 -0.83909 -1.76509  0.256
H22 -3.89455 3.26146 1.53074  0.292
H23 -1.95550 0.52660 2.53886  0.320
H24 -1.99764 4.66652 -1.92539  0.319
H25 -2.97887 -1.44489 1.62541  0.437